# 1
10 unconnected molecules or ions with the total composition C21H62O19 in a non-equilibrium geometry. Source: the Open Molecules 2025 dataset; level of theory: the ωB97M-V functional and the def2-TZVPD basis.

Geometry as XYZ:
```
102
C21H62O19 the ωB97M-V functional and the def2-TZVPD basis
C 9.044 -3.615 -25.638
C 9.937 -3.184 -24.435
C 11.182 -2.521 -24.912
O 9.238 -2.399 -23.452
H 9.609 -4.197 -26.366
H 8.899 -2.689 -26.194
H 8.082 -3.952 -25.253
H 10.229 -4.118 -23.954
H 11.672 -1.924 -24.143
H 11.207 -1.912 -25.815
H 11.909 -3.301 -25.138
H 9.636 -2.389 -22.579
C 12.866 2.077 -19.328
C 13.386 2.789 -20.555
O 14.229 1.908 -21.244
O 11.568 1.439 -19.468
H 12.866 2.833 -18.542
H 13.467 1.247 -18.957
H 14.108 3.592 -20.400
H 12.534 3.183 -21.109
H 14.881 1.630 -20.597
H 11.703 0.714 -20.083
C 6.628 -4.978 -21.279
C 6.479 -6.181 -20.293
O 5.296 -6.879 -20.573
O 7.859 -4.261 -21.071
H 5.929 -4.153 -21.145
H 6.432 -5.295 -22.303
H 6.528 -5.885 -19.245
H 7.286 -6.882 -20.507
H 4.471 -6.440 -20.354
H 7.494 -3.379 -21.167
C 7.132 0.217 -20.020
C 8.532 -0.420 -20.190
O 8.756 -1.291 -19.207
O 6.108 -0.850 -20.127
H 6.977 0.921 -20.838
H 7.027 0.718 -19.058
H 9.256 0.390 -20.100
H 8.557 -0.890 -21.173
H 8.743 -0.826 -18.367
H 6.287 -1.504 -19.447
C 12.591 -0.835 -16.567
C 11.323 -1.575 -16.594
O 10.810 -1.862 -15.292
O 13.634 -1.585 -16.075
H 12.616 0.054 -15.936
H 12.776 -0.559 -17.605
H 11.438 -2.482 -17.187
H 10.686 -0.915 -17.182
H 9.862 -1.755 -15.186
H 13.487 -1.782 -15.147
C 10.549 2.654 -15.740
C 9.226 1.788 -15.763
O 8.654 1.841 -14.447
O 11.427 2.062 -14.785
H 10.385 3.714 -15.548
H 10.887 2.718 -16.774
H 9.411 0.739 -15.995
H 8.667 2.183 -16.611
H 9.309 1.763 -13.749
H 11.626 2.775 -14.174
C 3.288 -2.823 -23.720
C 3.884 -1.771 -22.735
O 5.291 -1.847 -22.588
O 3.524 -2.476 -25.086
H 2.204 -2.936 -23.716
H 3.745 -3.790 -23.509
H 3.442 -1.948 -21.754
H 3.566 -0.813 -23.146
H 5.692 -1.558 -21.765
H 4.442 -2.193 -25.076
C 12.139 -2.998 -20.289
C 13.006 -1.774 -20.753
O 11.990 -0.871 -21.038
O 10.989 -3.199 -21.099
H 11.847 -2.754 -19.267
H 12.777 -3.881 -20.255
H 13.521 -1.912 -21.703
H 13.628 -1.516 -19.896
H 11.235 -1.373 -21.355
H 10.324 -3.774 -20.714
C 5.399 2.736 -17.207
C 4.119 3.542 -16.737
O 4.287 4.190 -15.521
O 5.381 1.617 -16.294
H 6.320 3.317 -17.170
H 5.337 2.355 -18.226
H 3.189 2.996 -16.901
H 3.986 4.316 -17.492
H 4.110 5.117 -15.699
H 4.758 0.931 -16.547
C 2.026 -0.886 -18.570
C 3.537 -0.868 -18.347
O 3.890 -0.853 -16.954
O 1.407 0.331 -18.499
H 1.385 -1.585 -18.032
H 1.754 -1.229 -19.568
H 4.141 -0.179 -18.937
H 3.916 -1.851 -18.627
H 4.645 -1.438 -16.855
H 0.476 0.106 -18.566
```

Values from the calculation:
Strongest force on any atom in eV/A: 3.76
Charge: +1
⟨S²⟩: 0.755
E_tot in eV: -61666.9520
Spin multiplicity: 2

Atom charges from the Mulliken analysis, given in e for atoms 1 to 6: -1.49 0.93 -1.27 -0.50 0.39 0.36

***

# 2
9 unconnected molecules or ions with the total composition C21H64N10O9 in a non-equilibrium geometry. Source: the Open Molecules 2025 dataset; level of theory: the ωB97M-V functional and the def2-TZVPD basis.

Geometry as XYZ:
```
104
C21H64N10O9 the ωB97M-V functional and the def2-TZVPD basis
C 1.899 1.528 0.299
O 3.224 1.941 0.534
C 4.209 0.947 0.526
C 5.448 1.425 1.264
C 6.074 2.674 0.664
N 6.437 0.335 1.359
H 1.734 1.132 -0.712
H 1.340 2.464 0.341
H 1.544 0.847 1.075
H 3.872 0.038 1.039
H 4.498 0.726 -0.515
H 5.154 1.652 2.294
H 5.855 2.719 -0.409
H 7.164 2.679 0.731
H 5.715 3.586 1.133
H 6.025 -0.579 1.195
H 7.107 0.421 0.598
C -4.166 1.169 0.487
O -3.714 1.281 -0.855
C -4.612 0.673 -1.740
C -4.079 0.686 -3.145
C -3.979 2.125 -3.680
N -4.952 -0.168 -3.972
H -5.134 1.665 0.603
H -3.427 1.601 1.157
H -4.246 0.097 0.708
H -4.789 -0.388 -1.476
H -5.624 1.107 -1.667
H -3.085 0.240 -3.188
H -4.961 2.482 -3.997
H -3.311 2.148 -4.547
H -3.566 2.822 -2.952
H -4.531 -0.232 -4.896
H -5.802 0.365 -4.155
C -0.220 0.083 -3.655
O -0.105 -1.154 -3.004
C 0.490 -2.178 -3.772
C 0.355 -3.475 -3.007
C 1.076 -3.361 -1.669
N 0.935 -4.565 -3.791
H 0.762 0.488 -3.926
H -0.738 0.776 -2.992
H -0.843 0.004 -4.560
H -0.023 -2.249 -4.745
H 1.550 -1.970 -3.969
H -0.693 -3.659 -2.741
H 2.149 -3.161 -1.847
H 1.276 -4.360 -1.254
H 0.565 -2.711 -0.973
H 0.815 -4.416 -4.785
H 0.476 -5.429 -3.536
C -0.908 3.512 -1.314
O -0.438 4.837 -1.379
C -1.436 5.802 -1.085
C -0.920 6.784 -0.049
C -0.725 6.100 1.287
N -1.912 7.855 0.085
H -1.369 3.216 -0.364
H -0.031 2.881 -1.471
H -1.628 3.273 -2.106
H -1.723 6.279 -2.029
H -2.352 5.349 -0.683
H 0.031 7.179 -0.430
H -0.094 5.217 1.278
H -1.708 5.842 1.698
H -0.316 6.824 2.001
H -1.753 8.396 0.927
H -1.827 8.507 -0.686
N 1.214 -1.865 5.612
C 1.966 -1.175 4.693
N 1.298 -0.827 3.560
O 3.147 -0.913 4.897
H 0.228 -2.051 5.478
H 1.621 -2.002 6.517
H 0.365 -1.151 3.374
H 1.815 -0.319 2.870
N 3.080 -3.380 2.914
C 2.441 -3.107 1.732
N 3.202 -2.544 0.751
O 1.261 -3.396 1.545
H 3.784 -2.771 3.299
H 2.482 -3.830 3.585
H 2.759 -2.450 -0.147
H 4.195 -2.539 0.894
N -1.373 -3.986 0.528
C -1.326 -5.258 0.025
N -0.538 -6.097 0.795
O -1.928 -5.663 -0.959
H -2.016 -3.309 0.161
H -1.132 -3.882 1.498
H 0.220 -5.714 1.336
H -0.480 -7.070 0.564
C -1.996 -3.365 4.124
O -1.605 -2.404 5.109
H -2.119 -2.906 3.134
H -1.193 -4.093 4.038
H -2.951 -3.834 4.364
H -2.397 -1.911 5.338
C -1.162 -0.631 0.313
O -0.766 -1.274 1.497
H -2.078 -0.995 -0.175
H -1.462 0.418 0.467
H -0.423 -0.456 -0.478
H -0.168 -1.972 1.191
```

Values from the calculation:
Strongest force on any atom in eV/A: 2.60
E_tot in eV: -56143.9503
Energy relative to the best compared isomer or geometry (same formula, charge and spin) in kcal per mole: 0.0

Atom charges from the Mulliken analysis, given in e for atoms 1 to 6: 0.17 -0.41 -0.05 0.66 -1.47 -0.73

***

# 3
A molecular structure, C21H65B3FeN3O7 in a non-equilibrium geometry. Source: the Open Molecules 2025 dataset; level of theory: the ωB97M-V functional and the def2-TZVPD basis.

Geometry as XYZ:
```
100
C21H65B3FeN3O7 the ωB97M-V functional and the def2-TZVPD basis
Fe 1.877 -1.402 1.136
B 1.094 -0.314 -0.683
H 0.462 -1.127 -0.104
H 2.233 -0.608 -0.617
H 0.778 -0.059 -1.794
H 1.050 0.684 -0.029
B 3.966 -1.220 1.962
H 4.082 -1.239 0.761
H 3.277 -0.294 2.167
H 3.433 -2.231 2.264
H 5.061 -1.143 2.432
B 0.522 0.053 2.621
H 1.152 -0.931 2.880
H -0.101 0.232 3.637
H 1.128 1.035 2.335
H -0.320 -0.187 1.797
C 3.482 2.651 -1.738
C 2.739 2.493 -3.046
C 3.461 1.586 -4.025
O 1.429 1.981 -2.788
H 3.179 3.452 -1.070
H 4.535 2.811 -2.018
H 3.548 1.706 -1.189
H 2.632 3.438 -3.586
H 2.959 1.548 -5.002
H 3.774 0.612 -3.654
H 4.321 2.091 -4.507
H 1.588 1.187 -2.247
C -6.868 0.080 -0.340
O -5.551 0.095 -0.870
C -5.361 -0.856 -1.885
C -3.892 -0.917 -2.290
N -3.186 0.349 -2.272
C -1.818 0.226 -2.698
C -1.620 0.240 -4.232
O -0.940 -0.894 -4.716
C 0.396 -0.669 -5.102
H -6.804 0.798 0.479
H -7.192 -0.880 0.067
H -7.513 0.490 -1.123
H -5.975 -0.635 -2.771
H -5.572 -1.866 -1.509
H -3.841 -1.384 -3.288
H -3.364 -1.559 -1.580
H -3.754 1.137 -2.534
H -1.346 -0.589 -2.153
H -1.227 1.083 -2.353
H -1.243 1.210 -4.572
H -2.638 0.204 -4.649
H 0.413 0.129 -5.854
H 0.828 -1.595 -5.477
H 1.017 -0.359 -4.253
C 2.788 3.945 3.955
O 1.698 3.509 3.204
C 1.905 3.682 1.813
C 0.585 3.565 1.044
N -0.614 3.501 1.884
C -1.767 3.044 1.129
C -2.837 2.520 2.082
O -2.302 1.414 2.763
C -3.197 0.792 3.615
H 3.626 3.235 3.911
H 2.491 4.021 5.003
H 3.113 4.951 3.650
H 2.618 2.905 1.508
H 2.399 4.653 1.644
H 0.664 2.662 0.435
H 0.443 4.364 0.297
H -0.813 4.472 2.105
H -1.545 2.170 0.511
H -2.236 3.842 0.531
H -3.794 2.236 1.624
H -3.043 3.332 2.806
H -2.672 -0.045 4.087
H -4.034 0.322 3.071
H -3.575 1.403 4.448
C 3.871 -2.827 -1.326
O 2.821 -2.943 -0.387
C 2.492 -4.269 -0.065
C 1.945 -4.333 1.349
N 0.883 -3.329 1.534
C 0.201 -3.507 2.824
C -1.159 -2.848 2.882
O -2.027 -3.480 1.925
C -2.268 -2.730 0.763
H 4.802 -3.290 -1.000
H 4.008 -1.761 -1.493
H 3.500 -3.230 -2.276
H 3.393 -4.900 -0.067
H 1.805 -4.778 -0.756
H 2.689 -4.146 2.125
H 1.568 -5.329 1.631
H 0.187 -3.425 0.798
H 0.820 -3.063 3.607
H 0.063 -4.580 3.001
H -1.148 -1.763 2.796
H -1.622 -3.135 3.830
H -2.390 -3.365 -0.118
H -1.465 -2.013 0.544
H -3.161 -2.092 0.839
```

Values from the calculation:
Strongest force on any atom in eV/A: 2.13
Charge: -1
⟨S²⟩: 6.008
E_tot in eV: -78043.0507
Spin multiplicity: 5

Atom charges from the Mulliken analysis, given in e for atoms 1 to 6: -0.06 3.30 -0.72 0.01 -0.89 -0.73